The following is a DFT calculation (wB97M-V/def2-TZVPD) of C53H40BrClN9O7PSTi as an isolated structure at a distorted geometry.

For the orbital gap (spin up / spin down), the calculation gives 0.182 / 0.235 Eh. Its HOMO energy (spin up / spin down) is -2.749 / -4.186 eV. The lowest unoccupied orbital energy (spin up / spin down) is 2.2 / 2.2 eV.

```
! wB97M-V def2-TZVPD RIJCOSX def2/J DEFGRID3
* xyz -1 2
Ti -0.5994 -0.1460 -0.5503
N -2.4396 -3.7699 1.9522
C -1.5723 -2.7402 1.6110
S -1.5715 -1.3350 2.5885
N -0.7923 -3.0613 0.6167
N -0.0291 -2.0966 0.0441
C 1.0057 -2.5819 -0.6618
C 1.2068 -4.0226 -0.9314
C 0.1804 -4.7969 -1.4810
C 0.3870 -6.1297 -1.7874
C 1.6202 -6.7273 -1.5413
C 2.6413 -5.9745 -0.9853
C 2.4335 -4.6335 -0.6823
C 1.8953 -1.5937 -1.1519
C 3.0142 -1.8250 -1.9891
C 3.8542 -0.7896 -2.2868
C 3.5965 0.4901 -1.7494
C 2.4472 0.6604 -1.0254
N 1.5850 -0.3289 -0.7519
H -3.1609 -3.4900 2.5946
H -2.7368 -4.3263 1.1660
H -0.7820 -4.3361 -1.6565
H -0.4195 -6.7122 -2.2160
H 1.7792 -7.7716 -1.7808
H 3.6015 -6.4312 -0.7767
H 3.2258 -4.0552 -0.2219
H 3.1911 -2.8170 -2.3791
H 4.7098 -0.9490 -2.9320
H 4.2564 1.3264 -1.9324
H 2.1800 1.6361 -0.6401
O 3.6583 3.5116 4.1187
C 2.3914 3.0461 3.9557
O 1.4603 3.7386 4.2365
C 2.2924 1.6501 3.4568
C 2.9660 0.5447 3.9316
Cl 4.0316 0.4686 5.2732
N 2.5280 -0.5417 3.2474
N 1.6164 -0.1828 2.3422
C 1.4553 1.1164 2.4470
C 0.4913 1.7645 1.4995
O 0.4612 2.9655 1.3221
O -0.2822 0.8875 0.9429
C 2.8383 -1.9377 3.3257
C 4.0863 -2.3971 3.7137
C 4.3270 -3.7651 3.7219
C 3.3400 -4.6593 3.3356
C 2.0954 -4.1822 2.9418
C 1.8362 -2.8235 2.9408
H 4.2927 2.8351 3.8485
H 4.8805 -1.7141 3.9784
H 5.3020 -4.1278 4.0219
H 3.5441 -5.7224 3.3336
H 1.3139 -4.8611 2.6257
H 0.8675 -2.4380 2.6476
N -0.1573 1.2279 -1.8255
P -0.8780 2.0620 -2.8937
C -0.6159 1.3964 -4.5736
C 0.3317 0.3779 -4.6648
C 0.7176 -0.1105 -5.9057
C 0.1643 0.4210 -7.0621
C -0.7892 1.4273 -6.9764
C -1.1808 1.9107 -5.7375
C -2.6707 2.3379 -2.7273
C -3.5632 1.3844 -3.2089
C -4.9105 1.4552 -2.8934
C -5.3783 2.4860 -2.0881
C -4.4975 3.4471 -1.6090
C -3.1471 3.3717 -1.9236
C -0.2029 3.7604 -3.0126
C -0.7157 4.7442 -3.8552
C -0.1373 6.0032 -3.8956
C 0.9545 6.2936 -3.0866
C 1.4574 5.3264 -2.2299
C 0.8781 4.0646 -2.1925
H 0.7584 -0.0109 -3.7468
H 1.4491 -0.9065 -5.9657
H 0.4642 0.0441 -8.0320
H -1.2345 1.8293 -7.8780
H -1.9362 2.6849 -5.6832
H -3.1936 0.5750 -3.8249
H -5.5918 0.6986 -3.2630
H -6.4290 2.5395 -1.8311
H -4.8611 4.2506 -0.9804
H -2.4552 4.1077 -1.5307
H -1.5819 4.5374 -4.4713
H -0.5439 6.7641 -4.5503
H 1.4036 7.2786 -3.1193
H 2.2923 5.5541 -1.5795
H 1.2268 3.2978 -1.5147
O -2.4322 0.4088 -0.4074
N -3.1536 0.8547 0.6032
C -2.9327 2.0813 1.1003
C -3.7175 2.5403 2.1358
C -4.7248 1.7358 2.6451
C -4.9043 0.4675 2.1182
C -4.0835 0.0297 1.1030
H -2.1242 2.6356 0.6471
H -3.5256 3.5271 2.5312
H -5.3536 2.0882 3.4511
H -5.6537 -0.2051 2.5081
H -4.1025 -0.9484 0.6414
Br -2.8330 -1.5381 -7.4266
C -3.3972 -2.1081 -5.7072
C -4.5661 -2.8401 -5.5974
N -5.0105 -3.2950 -4.4276
C -4.3024 -2.9991 -3.3392
C -3.1338 -2.2425 -3.3557
C -2.6587 -1.8004 -4.5803
C -2.4549 -1.8920 -2.0441
O -3.0554 -2.2091 -1.0200
O -1.3487 -1.2500 -2.1234
H -5.1605 -3.0664 -6.4747
H -4.6692 -3.3760 -2.3942
H -1.7349 -1.2352 -4.6361
*
```

Here are the Löwdin charges for atoms 1 to 6, given in e: number 1, Ti, carries 1.036; number 2, N, carries 0.042; number 3, C, carries -0.932; number 4, S, carries 0.598; number 5, N, carries -0.013; number 6, N, carries -0.056


The following is a DFT calculation (wB97M-V/def2-TZVPD) of C53H40F6N2O5P2RuS6Si as an isolated structure at a distorted geometry.

For the orbital gap (spin up / spin down), the calculation gives 0.232 / 0.220 Eh. Its HOMO energy (spin up / spin down) is -4.253 / -5.158 eV. The lowest unoccupied orbital energy (spin up / spin down) is 2.1 / 0.8 eV.

```
! wB97M-V def2-TZVPD RIJCOSX def2/J DEFGRID3
* xyz -1 6
Ru 0.2144 0.3292 -0.8022
C 2.5202 -0.0085 2.0788
Si 0.9030 0.7202 1.4726
C 1.1377 2.6158 1.5281
C 2.0232 3.2985 2.3624
C 2.0371 4.6871 2.4075
C 1.1684 5.4215 1.6065
C 0.3013 4.7642 0.7450
C 0.2951 3.3744 0.7097
P -0.8469 2.4098 -0.3251
C -1.3312 3.5540 -1.6587
C -2.4792 4.3388 -1.5720
C -2.7646 5.2640 -2.5662
C -1.9037 5.4166 -3.6449
C -0.7501 4.6467 -3.7284
C -0.4647 3.7151 -2.7404
C -2.3340 2.3757 0.7312
C -2.3204 2.9320 1.9796
C -3.4537 2.9339 2.8152
C -4.6615 2.3457 2.3672
C -4.7504 1.8070 1.1300
C -3.5780 1.7124 0.1957
C -0.3030 0.5823 3.0002
C 0.0930 1.3144 4.1230
C -0.6938 1.4246 5.2598
C -1.9388 0.8215 5.3035
C -2.3645 0.0745 4.2179
C -1.5510 -0.0759 3.0934
P -2.1355 -1.1662 1.7815
C -0.8701 -2.4162 1.6008
C 0.1917 -2.5536 2.5242
C 1.0533 -3.6762 2.4136
C 0.8603 -4.6435 1.4820
C -0.2354 -4.5980 0.4547
C -1.0694 -3.3442 0.6095
C -3.5327 -2.1033 2.4732
C -3.3330 -2.8916 3.6117
C -4.3425 -3.7194 4.0716
C -5.5540 -3.7808 3.3874
C -5.7505 -3.0084 2.2543
C -4.7417 -2.1667 1.7941
H 2.5302 -0.0561 3.1723
H 3.3471 0.6232 1.7432
H 2.6754 -1.0184 1.6864
H 2.7227 2.7426 2.9815
H 2.7311 5.1999 3.0646
H 1.1838 6.5050 1.6347
H -0.3579 5.3346 0.0994
H -3.1410 4.2496 -0.7194
H -3.6595 5.8708 -2.4944
H -2.1329 6.1385 -4.4202
H -0.0667 4.7655 -4.5599
H 0.4347 3.1113 -2.7842
H -1.4182 3.4105 2.3356
H -3.3990 3.3945 3.7930
H -5.5349 2.3617 3.0105
H -5.6813 1.3958 0.7598
H -3.8594 2.1666 -0.7586
H 1.0467 1.8300 4.1060
H -0.3382 2.0014 6.1071
H -2.5742 0.9285 6.1757
H -3.3355 -0.4004 4.2464
H 0.3515 -1.8247 3.3060
H 1.8918 -3.7543 3.0987
H 1.5509 -5.4748 1.3941
H -0.9171 -5.4518 0.6069
H -1.9207 -3.2435 -0.0518
H -2.3775 -2.8613 4.1260
H -4.1834 -4.3285 4.9536
H -6.3376 -4.4448 3.7331
H -6.6857 -3.0677 1.7110
H -4.8908 -1.5804 0.8954
F 2.9756 -2.6249 -2.5511
C 2.3710 -3.4822 -1.7339
F 2.3215 -4.6590 -2.3301
F 3.0980 -3.5899 -0.6117
S 0.6932 -2.8273 -1.2748
O 1.3032 -1.3625 -1.0466
O 0.2913 -4.7441 -0.8389
N 0.1625 -2.8595 -2.8398
S -1.0072 -1.9389 -3.2377
O -1.1888 -0.7781 -2.3516
O -1.0308 -1.6755 -4.6439
C -2.5319 -2.9880 -3.0853
F -2.9586 -3.1378 -1.8348
F -2.2302 -4.1971 -3.5704
F -3.5211 -2.4748 -3.8168
O 1.8208 1.6511 -1.5172
C 2.8093 1.7187 -2.5271
C 3.8450 0.5989 -2.3422
C 4.0524 -0.1503 -1.2334
C 5.1641 -1.0389 -1.3537
C 5.7746 -0.9442 -2.5621
S 4.9906 0.2046 -3.5682
C 3.6066 3.0370 -2.3851
C 4.5351 3.6295 -3.1942
C 5.1208 4.7944 -2.6152
C 4.6355 5.0487 -1.3711
S 3.4710 3.8856 -0.9042
C 2.2160 1.6255 -3.9369
C 1.4469 0.6117 -4.4107
C 1.0350 0.7984 -5.7653
C 1.5081 1.9556 -6.2941
S 2.4454 2.8235 -5.1576
H 3.4175 -0.0752 -0.3697
H 5.4669 -1.7334 -0.5788
H 6.6193 -1.5030 -2.9393
H 4.8122 3.2478 -4.1669
H 5.8700 5.4017 -3.1094
H 4.9006 5.8575 -0.7036
H 1.2226 -0.2679 -3.8231
H 0.4138 0.0916 -6.2926
H 1.3643 2.3499 -7.2903
S -4.5055 -0.2638 -1.3923
C -3.4525 0.2098 -0.2076
N -2.5471 -0.5954 0.3697
*
```

Here are the Löwdin charges for atoms 1 to 6, given in e: number 1, Ru, carries 1.090; number 2, C, carries -0.194; number 3, Si, carries 0.618; number 4, C, carries -0.311; number 5, C, carries -0.119; number 6, C, carries -0.089


Ordered electronic energy results: -209163.1382 -179178.5453; unit eV.
Ordered relative energy (zero: lowest compared OMol25 entry of this formula, charge and spin) results: 128.89 150.14; unit kJ/mol.